Record 1
30
Properties=species:S:1:pos:R:3 method="wB97M-V/def2-TZVPD" e_tot_ev=-20798.1422 lumo_energy_ev=-0.13 e_homo_ha=-0.3904 homo_lumo_gap_ev=10.5
O -0.11690 0.36293 -0.64737
H -0.83090 -0.12107 -0.89737
H 0.22110 -0.11807 0.18163
O 1.53510 -1.65807 -1.42137
H 0.73610 -0.91107 -1.52737
H 2.16410 -1.34507 -1.95637
O 0.54110 -1.28507 1.64163
H 1.30010 -0.76507 2.08863
H 0.58410 -2.31107 1.85463
O -1.06090 2.82193 0.69563
H -0.96390 2.64893 -0.28437
H -1.81490 2.29493 0.87663
O -1.41890 2.68593 -2.28537
H -2.37190 2.82193 -2.48937
H -1.34990 1.79193 -1.91837
O 2.64110 -2.11607 0.85663
H 1.99310 -1.99707 0.07263
H 3.28010 -2.55907 0.41663
O 1.70310 2.48293 0.97563
H 0.72810 2.66493 0.73063
H 2.24810 2.58193 0.16363
O -3.59390 -1.74307 0.20663
H -3.06590 -2.35107 0.73963
H -3.14090 -0.85907 0.39663
O -1.77590 -1.73407 -2.23837
H -1.50890 -1.72607 -3.16937
H -1.56690 -2.69707 -1.83537
O 1.37610 1.00293 3.24363
H 1.20810 1.23693 2.26563
H 2.32110 0.89893 3.26363

Record 2
30
Properties=species:S:1:pos:R:3 method="wB97M-V/def2-TZVPD" e_tot_ev=-20800.2752 lumo_energy_ev=-0.31 e_homo_ha=-0.3854 homo_lumo_gap_ev=10.2
O 0.70213 -2.56694 2.47552
H -0.20929 -2.26617 2.36748
H 0.68937 -3.16569 3.22923
O -0.12807 3.51552 0.40280
H -0.74048 2.84587 0.07603
H -0.44761 4.34791 0.04007
O 0.10478 -0.01943 0.11895
H -0.70279 0.37253 0.47207
H 0.49512 -0.50057 0.86349
O 2.43973 -0.15647 1.83298
H 2.16655 -0.87759 2.41465
H 3.10508 -0.55125 1.24535
O 1.91556 0.27828 -2.14411
H 1.24215 0.61171 -1.53409
H 1.77638 0.78771 -2.94826
O -1.79258 -1.44015 -1.66867
H -1.16123 -0.80438 -1.30378
H -1.38127 -2.29368 -1.50177
O 3.31235 -1.81436 -0.33074
H 3.88950 -1.88883 -1.09735
H 2.51079 -1.40737 -0.69106
O -0.55184 1.94156 -2.93763
H -1.09934 1.56158 -3.63253
H -0.98437 1.67614 -2.11358
O -2.39914 1.64814 -0.54859
H -2.99081 2.31594 -0.18089
H -2.94739 0.85724 -0.65284
O -1.98119 -1.11223 2.34231
H -2.04985 -1.26407 3.29245
H -2.78224 -0.63095 2.11249

Record 3
30
Properties=species:S:1:pos:R:3 method="wB97M-V/def2-TZVPD" e_tot_ev=-20799.2052 lumo_energy_ev=-0.19 e_homo_ha=-0.4069 homo_lumo_gap_ev=10.9
O 0.02335 -0.55720 0.07634
H 0.59394 0.15293 -0.21755
H -0.45352 -0.82291 -0.70994
O -1.04812 -2.08479 4.27910
H -0.37610 -2.07470 3.59755
H -1.65425 -1.38749 4.02885
O -2.44136 2.84839 -0.47067
H -2.92020 3.63594 -0.21238
H -2.30271 2.37245 0.34816
O 5.80975 0.91985 0.65126
H 6.38363 1.68498 0.68933
H 4.95146 1.25019 0.91668
O 1.45565 3.52243 -0.46912
H 0.66900 3.28753 -0.96131
H 1.83003 4.25904 -0.95233
O -1.65703 -1.78028 -3.01737
H -0.93185 -1.38381 -3.50023
H -2.41889 -1.24960 -3.25011
O -4.81966 0.82339 -3.64362
H -5.68935 1.16979 -3.44390
H -4.24387 1.23390 -2.99852
O 3.43080 3.25008 2.96951
H 3.22308 4.02041 3.49834
H 2.67954 3.15072 2.38474
O -1.77601 -5.65059 -1.12887
H -1.95815 -4.83665 -1.59852
H -2.52413 -6.21413 -1.32627
O 2.21109 -3.50758 1.34253
H 2.44292 -3.05648 2.15432
H 1.51095 -2.97582 0.96401

Record 4
30
Properties=species:S:1:pos:R:3 method="wB97M-V/def2-TZVPD" e_tot_ev=-20800.8256 lumo_energy_ev=0.17 e_homo_ha=-0.4063 homo_lumo_gap_ev=11.2
O -1.50108 -2.18768 -0.38553
H -1.19520 -2.23849 -1.28937
H -1.34549 -3.06854 0.00862
O 0.84566 0.20744 3.76680
H 1.33113 0.44136 4.57603
H 1.16353 0.89425 3.12357
O -1.06368 0.60554 -0.06202
H -1.57452 0.87739 0.70750
H -1.30818 -0.29744 -0.24237
O 0.06203 2.85482 -1.41219
H 0.86881 3.22664 -0.95493
H -0.15626 2.03935 -0.92996
O 2.19810 -3.43406 -0.93098
H 1.32436 -3.82346 -0.88980
H 2.60856 -3.70474 -0.12024
O -1.69622 0.66673 2.87705
H -0.88649 0.37524 3.34982
H -2.24100 1.15557 3.52942
O 1.08097 2.08622 1.74131
H 0.19139 1.91691 1.40041
H 1.61028 1.43889 1.21668
O 1.80274 0.10605 -0.19639
H 2.33862 -0.68004 -0.06728
H 0.87037 -0.05931 -0.07498
O -1.17554 1.05898 -3.68490
H -1.89698 0.90456 -3.08508
H -0.72175 1.85843 -3.39987
O -0.65067 -1.40251 -2.69273
H -0.81019 -1.06000 -3.58650
H -0.07330 -0.75808 -2.29207

Record 5
31
Properties=species:S:1:pos:R:3 method="wB97M-V/def2-TZVPD" e_tot_ev=-21626.2677 total_charge=+2 lumo_energy_ev=-6.16 e_homo_ha=-0.6654 homo_lumo_gap_ev=11.9
Sr 0.45400 -15.43500 3.69300
O -1.27500 -16.34700 1.77200
H -2.23500 -16.26300 1.90700
H -1.20700 -16.07200 0.84800
O 2.26100 -13.45000 3.49300
H 2.72100 -13.90500 2.75900
H 2.85700 -13.56500 4.23800
O 3.18400 -16.18100 4.04400
H 3.60100 -16.94200 4.52400
H 3.91300 -15.55500 4.13600
O 1.08800 -15.93200 6.17600
H 0.86500 -16.13400 7.03300
H 2.04200 -16.03100 6.17900
O -2.40100 -14.75800 3.85100
H -2.88500 -15.19300 4.54600
H -2.32300 -13.82500 3.93700
O -0.33900 -13.60700 5.39900
H -1.04200 -13.33700 5.99000
H 0.29200 -12.90100 5.53700
O 1.07100 -17.94200 3.12800
H 0.85600 -18.13400 2.20200
H 1.53300 -18.69800 3.45000
O 1.71500 -15.57400 1.27200
H 1.78300 -15.05900 0.48700
H 2.51700 -16.11300 1.30400
O -1.29400 -17.21500 4.75600
H -1.52000 -17.98800 4.20100
H -0.96200 -17.60900 5.55200
O -0.27100 -13.42900 2.20700
H -1.05800 -13.65200 1.67600
H -0.37900 -12.52100 2.40900

Record 6
31
Properties=species:S:1:pos:R:3 method="wB97M-V/def2-TZVPD" e_tot_ev=-20806.8695 total_charge=+1 lumo_energy_ev=-3.15 e_homo_ha=-0.4990 homo_lumo_gap_ev=10.4
O -1.04359 0.19761 3.48202
H -2.75136 -2.30098 2.00167
H 3.76308 -0.08708 1.89286
O 2.79798 -0.09686 2.42407
H -0.83924 0.21212 1.81324
H 1.98162 0.26850 -0.32226
O 2.20820 -0.28531 -1.05290
H -0.38051 -0.58386 3.28038
H 3.22116 -0.64148 -0.81394
O 0.98218 1.52280 -1.94791
H 1.80657 1.85142 -1.48580
H 1.66887 0.96348 -2.62738
O -1.87104 -2.16630 1.53145
H 1.68583 3.01547 2.31255
H -1.69036 -3.09424 1.78333
O -3.10051 -0.30781 -1.32563
H -3.25014 -0.55765 -0.40437
H -3.90021 0.26253 -1.64423
O -0.78282 0.10418 0.76132
H -2.13015 -0.32996 -2.15530
H 0.04714 0.29474 0.42826
O -1.42925 -0.15586 -3.05137
H -1.13262 0.78932 -3.01854
H -0.51277 0.93303 3.71821
O 0.25742 -1.66575 -2.21608
H 2.35241 -0.89242 2.02828
O 1.76452 2.99288 1.32788
H 0.96654 3.28288 0.89932
H -0.62763 -0.81257 -2.49497
H 0.41557 -2.40224 -2.87357
H 1.04139 -1.28769 -1.78069

Record 7
31
Properties=species:S:1:pos:R:3 method="wB97M-V/def2-TZVPD" e_tot_ev=-20809.8146 total_charge=+1 lumo_energy_ev=-2.81 e_homo_ha=-0.5261 homo_lumo_gap_ev=11.5
O -1.17180 0.76747 -1.93771
H -0.29438 1.14734 -2.07241
H -1.44534 1.78818 -0.33082
O -1.89480 2.24086 0.39271
H -2.35022 0.58898 1.47692
H 0.41804 -0.25391 2.41090
O -0.44176 -0.69499 2.40549
H -1.37530 0.68577 -2.87876
H -0.57179 -0.92747 3.32499
O 2.82546 -0.82198 0.84954
H 3.49856 -1.21292 1.40887
H 3.20142 -0.30639 0.13153
O 1.85643 -0.48344 -1.53443
H 0.69407 2.66490 3.47833
H 1.61952 -1.22045 -0.95758
O -1.62454 -1.41950 -0.54253
H -0.96673 -0.87864 -1.04449
H 1.73564 -0.79541 -2.43100
O -2.69816 -0.28300 1.23327
H -1.12939 -2.22462 -0.27602
H -3.51354 -0.15392 0.72681
O 0.69626 -2.48413 0.24677
H 1.25377 -2.96274 0.87294
H -1.78869 -0.70374 0.46224
O 0.91687 1.09472 -3.61384
H -2.19516 3.03213 -0.05389
O 0.87201 1.80631 3.08800
H 0.29305 1.64491 2.34240
H 0.79110 -1.63521 0.71052
H 1.03342 0.43640 -4.30766
H 1.75593 1.56448 -3.58108

Record 8
32
Properties=species:S:1:pos:R:3 method="wB97M-V/def2-TZVPD" e_tot_ev=-22864.2953 total_charge=-1 lumo_energy_ev=2.84 e_homo_ha=-0.2143 homo_lumo_gap_ev=8.7
O 0.06649 -1.16135 -2.80898
H -0.33673 -1.69246 -2.10674
H -0.53568 -0.38771 -2.81706
O 1.82489 3.36469 -1.42655
H 1.09825 2.69273 -1.39128
H 2.49957 2.68281 -1.41671
O -3.33426 2.08977 0.19292
H -3.08165 -2.72281 0.70870
H -3.32760 -0.71896 -0.78922
O -0.25724 1.49500 -1.01055
H -0.88856 2.00511 -1.49882
H 1.33864 0.52527 1.79019
O 4.64667 -0.32292 -1.13360
H -0.04848 1.27642 0.91833
H 0.75884 -0.90386 0.18287
O -2.42467 -0.98124 -0.94024
H -1.95981 -1.29190 -0.14086
H -0.23926 -0.06827 -0.88214
O 0.03293 -0.96009 -0.43514
H -2.77698 2.43702 -0.57921
O -3.64689 -3.33451 0.14412
H -2.67554 2.11858 0.88970
H -2.90552 -3.22132 -0.53194
O 0.32811 -2.00815 3.69793
H 0.67008 -1.26331 3.24480
H 0.93362 -2.25865 4.37897
O 0.40785 1.80645 1.61740
H 4.13105 -1.04012 -1.57742
H 1.15911 2.25101 1.18971
O 1.85657 -0.32267 1.79527
H 3.87341 0.23954 -1.02354
H 2.81277 -0.32410 1.75909

Record 9
32
Properties=species:S:1:pos:R:3 method="wB97M-V/def2-TZVPD" e_tot_ev=-22861.6165 total_charge=-1 lumo_energy_ev=2.44 e_homo_ha=-0.2468 homo_lumo_gap_ev=9.2
O 3.99013 0.71987 1.05538
H 3.42184 0.82047 1.76776
H 3.43672 0.49545 0.22495
O 0.04126 0.39661 1.05126
H 0.42643 0.97178 0.37633
H 2.59746 -0.30679 -2.06888
O 0.69845 -1.10834 3.39946
H 0.55903 0.37752 -1.41807
H -0.81554 3.52845 2.91517
O -2.45252 2.23998 -1.96676
H -2.75378 2.21815 -1.06189
H -3.01595 -2.53535 1.14686
O -3.11612 0.39214 2.61992
H -1.29182 -1.51895 -4.77178
H -2.11958 1.32321 -2.04765
O 0.06992 3.74685 2.82156
H 0.78698 3.31000 3.23582
H 3.81982 -1.02337 -3.00350
O 3.58822 -0.85727 -2.22205
H 0.07216 -1.01026 2.67364
O 1.81004 0.45422 -1.20167
H 1.44587 -1.14274 2.92752
H 1.96509 -0.36976 -0.64382
O -0.60260 -0.03875 -1.26925
H -0.83124 -0.80058 -1.42585
H -0.64380 0.10258 0.50326
O -0.69849 -2.19488 -4.60491
H -2.57220 0.61602 1.83763
H -0.05786 -1.91728 -4.07664
O -2.93798 -3.21445 0.35240
H -2.66762 -0.38392 2.94922
H -2.15231 -3.29062 -0.07542

Record 10
32
Properties=species:S:1:pos:R:3 method="wB97M-V/def2-TZVPD" e_tot_ev=-22865.1339 total_charge=-1 lumo_energy_ev=2.94 e_homo_ha=-0.2399 homo_lumo_gap_ev=9.5
O 2.37134 -0.50770 -2.11769
H 1.93833 -1.35654 -1.96280
H 1.55217 0.07088 -2.02721
O 1.53099 3.33281 1.70177
H 0.95805 4.08171 1.55620
H 1.35400 2.59859 1.10750
O -1.33525 3.95889 -0.22442
H 0.93595 -3.77983 -0.14893
H -3.09076 0.03187 -1.85145
O -0.95086 1.31799 0.03273
H -1.89714 1.22625 -0.11182
H -1.24285 -1.10093 1.73034
O 0.07835 1.12283 3.45595
H 1.13169 -2.39525 0.80289
H -0.25729 1.33942 -1.04463
O -2.73144 -0.67278 -2.39301
H -1.83439 -0.29092 -2.33234
H 0.67849 1.94932 -2.33510
O 0.32799 1.12277 -1.99451
H -1.41137 3.20801 0.38655
O 0.77938 -4.63362 0.26941
H -1.45022 3.62999 -1.10959
H 0.41235 -4.45787 1.13660
O -0.06023 -2.28651 -1.26123
H -0.57327 -2.61754 -0.52095
H -0.57956 -1.57279 -1.63591
O 1.83335 -2.03426 1.33319
H 0.45299 0.87894 2.62029
H 2.32835 -2.73881 1.74757
O -0.72641 -1.22309 0.91897
H 0.29050 2.04605 3.55737
H -0.81321 -0.24789 0.71427

Record 11
32
Properties=species:S:1:pos:R:3 method="wB97M-V/def2-TZVPD" e_tot_ev=-22862.5427 total_charge=-1 lumo_energy_ev=3.06 e_homo_ha=-0.2623 homo_lumo_gap_ev=10.2
O -0.72078 -0.32923 -0.04164
H -0.02323 0.39097 -0.04048
O -3.28158 -0.76929 0.12126
H -3.47798 -1.39252 0.88536
H -2.25987 -0.62355 0.09142
O 0.50802 2.58846 -0.87950
H 0.77066 3.46482 -0.97191
H 0.63259 2.62608 0.19867
O 1.32378 -0.88998 -0.14739
H 1.45107 -1.90586 0.15371
H 0.35138 -0.62334 -0.20427
O 3.28976 0.84415 1.02327
H 2.35390 0.46698 0.66976
H 4.06607 0.38102 0.83273
O 1.23506 -1.25150 -2.79505
H 1.03442 -0.34580 -2.77078
H 1.38454 -1.32474 -1.85965
O -1.08657 0.46180 -2.71260
H -1.15459 1.46057 -2.83154
H -0.78867 0.31886 -1.78336
O -1.47042 0.77726 2.27534
H -2.32018 1.06769 2.06152
H -1.20092 0.25367 1.37392
O -0.89060 -2.58475 -1.22672
H -0.66763 -1.72764 -0.90498
H -0.47397 -2.30743 -2.03268
O 0.61216 2.71291 2.20884
H 0.00125 1.97312 2.18743
H 1.26100 2.55993 2.85539
O -0.21332 -2.18475 1.81761
H -0.27410 -1.27379 1.30173
H 0.02879 -2.81413 1.14458

Record 12
32
Properties=species:S:1:pos:R:3 method="wB97M-V/def2-TZVPD" e_tot_ev=-22862.2698 s2=0.7506 total_charge=-2 multiplicity=2 lumo_energy_ev="5.34 / 5.27" e_homo_ha="0.1087 / -0.1376" homo_lumo_gap_ev="2.4 / 9.0"
O -3.48922 1.80953 -1.46944
H -3.66146 2.56837 -2.04162
H 0.18969 -3.31293 1.64498
O 0.46360 -3.83751 0.88128
H 1.86310 -0.97297 -3.14484
H -3.39539 1.56760 2.02401
O 0.28626 -0.37957 -1.50289
H 3.06446 -0.49805 -3.33215
H -0.00359 0.59478 0.84822
O 1.02631 -0.85734 0.99337
H 1.86410 -0.85491 0.50836
H 0.83008 -0.20779 2.54609
O -2.97979 -0.51308 -3.84215
H 3.39803 -2.68582 2.46006
H -2.69599 1.91001 -0.92484
O -0.61260 1.34582 0.60520
H -0.30971 1.50981 -0.30032
H -4.14794 0.99767 0.78019
O -4.23478 1.20879 1.72376
H 0.60674 -0.51716 -0.53827
O 2.35917 -0.73463 -3.97437
H -0.67009 -0.38260 -1.35809
H 2.30498 3.53307 0.73973
O 2.51533 4.23585 1.37148
H 1.62656 4.54255 1.59192
H 0.81038 -3.12960 0.31228
O 3.16759 -3.46092 1.93948
H -2.60072 -0.43173 -2.95419
H 2.29463 -3.30464 1.54320
O 0.77764 0.22542 3.43663
H -2.16828 -0.69465 -4.33554
H 1.52092 0.72660 3.76847